The following is a quantum chemistry calculation of a molecular structure, C48H35N7SW, from the OMol25 dataset.

net charge	+2
gap between HOMO and LUMO (alpha / beta)	0.200 / 0.203	Eh
HOMO (alpha / beta)	-12.4 / -12.4	eV
total energy	-73424.47788	eV

Last column: Mulliken charge in e.
Positions of all 92 atoms, in Å:
W (-0.837, -0.509, 0.481)  1.231
C (-1.521, 7.146, 1.782)  -0.448
C (-0.802, 6.741, 0.666)  -0.956
C (-0.629, 5.390, 0.405)  0.126
C (-1.170, 4.438, 1.265)  -0.472
C (-1.883, 4.848, 2.387)  0.111
C (-2.061, 6.200, 2.641)  -0.912
C (-0.972, 2.989, 0.978)  1.157
C (-0.153, 2.254, 1.824)  0.623
C (0.575, 2.788, 2.924)  -1.605
C (1.306, 1.775, 3.452)  -1.406
C (1.043, 0.612, 2.670)  0.589
C (1.738, -0.584, 2.787)  1.755
C (2.646, -0.740, 3.959)  -0.848
C (2.107, -0.833, 5.239)  -0.058
C (2.939, -0.971, 6.340)  -0.940
C (4.316, -1.002, 6.167)  -0.372
C (4.859, -0.898, 4.894)  -1.002
C (4.028, -0.769, 3.791)  0.162
C (1.685, -1.604, 1.844)  0.707
N (0.898, -1.626, 0.690)  -0.201
C (1.185, -2.839, 0.075)  -0.016
C (0.560, -3.372, -1.052)  1.626
C (1.075, -4.659, -1.595)  -0.274
C (0.290, -5.808, -1.583)  -0.014
C (0.788, -6.997, -2.094)  -0.968
C (2.068, -7.042, -2.629)  -0.417
C (2.853, -5.897, -2.649)  -0.945
C (2.361, -4.709, -2.129)  0.091
C (-0.511, -2.765, -1.687)  0.621
C (-1.125, -3.242, -2.884)  -1.593
C (-2.076, -2.344, -3.239)  -1.536
C (-2.033, -1.288, -2.281)  0.383
N (-1.099, -1.568, -1.303)  -0.138
C (-2.708, -0.080, -2.413)  1.639
C (-2.442, 1.036, -1.631)  0.837
C (-3.074, 2.300, -1.820)  -1.009
C (-2.554, 3.160, -0.915)  -1.441
C (-1.615, 2.441, -0.120)  0.469
N (-1.536, 1.116, -0.565)  -0.130
C (-3.701, 0.039, -3.519)  -0.645
C (-4.887, -0.687, -3.486)  -0.326
C (-5.795, -0.585, -4.530)  -0.787
C (-5.517, 0.234, -5.614)  -0.438
C (-4.329, 0.951, -5.659)  -0.924
C (-3.423, 0.857, -4.613)  0.018
C (2.152, -3.552, 0.838)  -1.204
C (2.446, -2.803, 1.930)  -1.631
N (0.111, 0.905, 1.687)  -0.170
H (-1.658, 8.200, 1.983)  0.395
H (-0.373, 7.477, -0.001)  0.424
H (-0.063, 5.073, -0.463)  0.463
H (-2.304, 4.111, 3.061)  0.452
H (-2.621, 6.516, 3.511)  0.418
H (0.558, 3.822, 3.226)  0.599
H (2.006, 1.816, 4.270)  0.564
H (1.032, -0.795, 5.373)  0.446
H (2.515, -1.048, 7.332)  0.419
H (4.968, -1.102, 7.025)  0.414
H (5.932, -0.911, 4.760)  0.435
H (4.454, -0.676, 2.799)  0.512
H (-0.709, -5.776, -1.164)  0.502
H (0.177, -7.889, -2.076)  0.406
H (2.455, -7.968, -3.033)  0.428
H (3.847, -5.926, -3.073)  0.424
H (2.972, -3.815, -2.154)  0.498
H (-0.833, -4.136, -3.408)  0.546
H (-2.709, -2.359, -4.110)  0.581
H (-3.828, 2.500, -2.562)  0.599
H (-2.805, 4.197, -0.770)  0.553
H (-5.099, -1.335, -2.643)  0.473
H (-6.719, -1.146, -4.498)  0.413
H (-6.224, 0.309, -6.429)  0.405
H (-4.104, 1.579, -6.510)  0.415
H (-2.490, 1.405, -4.649)  0.511
H (2.538, -4.523, 0.581)  0.625
H (3.124, -3.046, 2.731)  0.626
C (-4.786, 1.197, 1.467)  -0.724
C (-5.061, -0.302, 1.537)  -0.486
C (-3.851, -1.076, 1.950)  0.174
N (-2.667, -0.948, 1.444)  -0.417
N (-1.711, -1.770, 1.982)  -0.355
C (-2.162, -2.550, 2.935)  0.462
N (-1.402, -3.419, 3.594)  -0.355
S (-3.854, -2.278, 3.202)  -0.100
H (-5.691, 1.719, 1.162)  0.442
H (-4.011, 1.423, 0.737)  0.035
H (-4.478, 1.584, 2.438)  0.356
H (-5.378, -0.693, 0.566)  0.221
H (-5.867, -0.521, 2.238)  0.493
H (-0.421, -3.485, 3.365)  0.169
H (-1.773, -4.022, 4.308)  0.219

Atomic forces in eV per Å
W -0.09 -0.80 0.59
C 0.00 0.02 -0.02
C -0.01 -0.04 0.02
C -0.01 0.06 0.03
C 0.10 -0.05 -0.07
C -0.03 0.04 0.02
C 0.01 0.01 0.00
C -0.07 0.02 0.01
C -0.07 0.06 0.07
C -0.03 0.05 -0.13
C -0.04 -0.17 0.01
C 0.12 0.02 -0.01
C 0.06 0.00 0.02
C -0.03 0.02 -0.03
C -0.01 -0.01 0.01
C 0.02 -0.01 -0.01
C 0.01 0.00 0.01
C -0.02 0.01 0.01
C 0.01 -0.01 0.01
C -0.07 0.01 -0.10
N 0.17 -0.07 0.06
C -0.05 0.02 0.03
C 0.02 -0.03 0.07
C 0.02 0.08 -0.03
C 0.01 -0.03 0.00
C 0.00 0.00 0.02
C 0.02 -0.01 -0.02
C -0.02 0.02 0.01
C 0.01 -0.05 -0.04
C 0.07 0.01 -0.09
C 0.09 -0.05 0.12
C -0.02 0.13 0.04
C -0.04 0.03 -0.11
N 0.15 0.36 0.24
C -0.11 0.03 0.02
C 0.10 0.00 0.13
C -0.01 -0.04 -0.08
C -0.02 0.07 0.02
C 0.00 -0.13 -0.09
N -0.18 0.27 -0.15
C 0.14 0.07 -0.01
C 0.00 0.01 -0.04
C 0.00 0.00 0.04
C -0.04 0.01 -0.04
C 0.00 -0.01 0.04
C -0.05 -0.06 0.00
C 0.01 -0.04 -0.04
C 0.02 -0.02 0.05
N -0.01 -0.09 -0.38
H 0.00 0.00 0.00
H 0.00 0.00 0.00
H 0.00 -0.01 0.00
H 0.00 -0.01 -0.01
H 0.00 -0.01 0.00
H 0.00 0.00 0.01
H -0.01 0.01 0.02
H 0.00 0.00 0.00
H 0.00 0.00 0.00
H -0.01 0.00 0.00
H 0.00 0.00 0.00
H -0.01 0.00 -0.01
H -0.01 0.02 0.00
H 0.00 0.00 0.00
H -0.01 0.00 0.00
H 0.00 -0.01 0.00
H -0.01 0.01 0.01
H -0.01 -0.02 0.01
H -0.01 0.00 0.00
H -0.01 0.01 0.00
H 0.00 0.00 0.00
H 0.00 0.00 0.01
H 0.00 0.00 0.00
H 0.00 0.00 0.00
H -0.01 0.00 0.00
H 0.00 0.01 0.00
H 0.01 -0.01 0.00
H 0.00 0.00 0.00
C -0.02 0.07 -0.04
C 0.02 -0.14 0.05
C -0.01 0.02 0.01
N -0.36 0.06 0.05
N 0.25 0.29 -0.32
C 0.05 -0.10 0.09
N -0.01 0.05 -0.04
S 0.02 0.02 -0.06
H 0.00 0.00 0.02
H 0.03 -0.01 0.00
H 0.00 0.00 0.00
H -0.01 0.05 -0.02
H -0.01 0.02 0.00
H 0.01 -0.02 0.01
H -0.01 0.00 0.01



The following is a quantum chemistry calculation of 8 unconnected molecules or ions with the total composition C51H106F9N5O8, from the OMol25 dataset.

net charge	+2
gap between HOMO and LUMO	0.281	Eh
HOMO	-11.4	eV
total energy	-102878.11445	eV

Last column: Mulliken charge in e.
Positions of all 179 atoms, in Å:
C (-6.012, 1.347, 1.518)  -1.148
C (-5.499, 1.314, 0.066)  -0.369
C (-4.596, 0.101, -0.128)  2.569
C (-5.423, -1.163, -0.201)  -1.392
N (-4.694, -2.394, 0.185)  1.000
C (-5.422, -3.666, -0.176)  -0.505
C (-5.147, -3.911, -1.627)  -0.831
C (-3.671, -3.542, -1.751)  -0.844
C (-3.400, -2.533, -0.623)  0.384
C (-4.489, -2.453, 1.668)  -0.452
C (-5.765, -2.490, 2.520)  -0.860
C (-5.838, -3.705, 3.452)  -1.603
H (-6.832, 0.641, 1.585)  0.418
H (-6.263, 2.346, 1.876)  0.486
H (-5.197, 1.101, 2.212)  0.056
H (-5.034, 2.223, -0.298)  -0.549
H (-6.382, 1.141, -0.559)  0.790
H (-3.795, 0.091, 0.612)  -0.438
H (-4.176, 0.166, -1.135)  -1.395
H (-5.796, -1.326, -1.210)  0.379
H (-6.256, -1.151, 0.502)  0.382
H (-5.054, -4.507, 0.405)  0.435
H (-6.485, -3.525, 0.017)  0.335
H (-5.393, -4.927, -1.928)  0.512
H (-5.756, -3.286, -2.287)  0.323
H (-3.081, -4.421, -1.462)  0.328
H (-3.362, -3.367, -2.777)  0.435
H (-2.684, -2.953, 0.073)  -0.132
H (-3.044, -1.584, -1.010)  -0.173
H (-3.764, -1.663, 1.893)  -0.092
H (-3.885, -3.347, 1.869)  0.742
H (-6.687, -2.632, 1.954)  0.566
H (-5.682, -1.560, 3.078)  0.412
H (-6.836, -3.772, 3.894)  0.455
H (-5.175, -3.656, 4.309)  0.349
H (-5.743, -4.653, 2.915)  0.321
C (5.190, -5.729, -3.993)  -1.084
C (4.326, -6.781, -3.310)  -0.943
C (4.291, -6.566, -1.807)  -0.162
C (3.386, -5.454, -1.350)  -1.396
N (3.305, -5.305, 0.151)  1.294
C (2.718, -6.581, 0.753)  -0.678
C (1.523, -6.193, 1.609)  -0.995
C (1.189, -4.750, 1.228)  0.691
C (2.413, -4.179, 0.548)  -0.705
C (4.702, -5.051, 0.694)  -1.736
C (5.473, -3.954, -0.001)  0.458
C (6.927, -3.959, 0.473)  -1.507
H (5.419, -5.978, -5.032)  0.411
H (6.193, -5.795, -3.558)  0.281
H (4.805, -4.713, -3.949)  0.269
H (4.626, -7.777, -3.645)  0.375
H (3.303, -6.833, -3.715)  0.350
H (5.302, -6.324, -1.463)  0.144
H (4.081, -7.524, -1.322)  0.489
H (2.342, -5.646, -1.627)  0.673
H (3.577, -4.474, -1.779)  0.492
H (3.565, -6.931, 1.337)  0.307
H (2.485, -7.348, 0.025)  0.477
H (1.771, -6.358, 2.655)  0.379
H (0.639, -6.790, 1.401)  0.356
H (0.967, -4.118, 2.086)  -0.485
H (0.269, -4.701, 0.645)  0.308
H (2.940, -3.556, 1.268)  -0.075
H (2.160, -3.492, -0.259)  0.137
H (5.243, -5.992, 0.674)  0.678
H (4.509, -4.726, 1.717)  0.905
H (4.993, -2.987, 0.152)  -0.010
H (5.532, -4.058, -1.087)  0.187
H (7.595, -3.557, -0.289)  0.399
H (7.331, -4.932, 0.758)  0.379
H (7.111, -3.293, 1.321)  0.334
C (4.710, 7.933, -4.736)  -1.402
C (3.739, 7.695, -3.591)  -0.492
C (3.882, 6.287, -3.027)  -0.430
C (2.646, 5.803, -2.325)  -1.407
N (2.835, 4.456, -1.688)  1.193
C (3.862, 4.534, -0.584)  -0.914
C (3.329, 3.783, 0.604)  -0.141
C (1.847, 4.141, 0.523)  -0.676
C (1.566, 4.054, -0.944)  -0.050
C (3.315, 3.356, -2.609)  -1.110
C (2.262, 2.994, -3.645)  0.707
C (2.770, 1.836, -4.507)  -1.633
H (5.772, 7.866, -4.486)  0.318
H (4.630, 8.943, -5.144)  0.417
H (4.479, 7.229, -5.536)  0.358
H (2.756, 7.788, -4.072)  0.323
H (3.753, 8.518, -2.876)  0.414
H (4.787, 6.238, -2.414)  0.437
H (4.102, 5.640, -3.884)  0.226
H (1.774, 5.657, -2.958)  0.654
H (2.398, 6.464, -1.494)  0.417
H (4.853, 4.173, -0.861)  0.291
H (4.056, 5.574, -0.320)  0.560
H (3.385, 2.691, 0.553)  -0.411
H (3.761, 4.033, 1.569)  0.625
H (1.232, 3.569, 1.217)  0.372
H (1.710, 5.160, 0.912)  0.425
H (1.271, 3.051, -1.247)  -0.267
H (0.755, 4.674, -1.322)  0.036
H (3.390, 2.539, -1.889)  0.580
H (4.269, 3.607, -3.053)  0.550
H (2.085, 3.877, -4.261)  0.304
H (1.345, 2.635, -3.188)  -0.709
H (3.604, 2.108, -5.157)  0.440
H (1.949, 1.638, -5.203)  0.428
H (2.996, 0.903, -3.996)  0.305
C (-2.781, 3.735, 1.067)  0.548
C (-3.725, 4.595, 0.307)  0.429
O (-4.715, 5.089, 0.701)  -0.439
N (-3.264, 4.762, -1.125)  0.629
H (-2.524, 5.466, -1.191)  0.419
H (-2.758, 3.867, -1.376)  0.020
C (-4.424, 5.074, -2.026)  -0.773
H (-1.741, 3.718, 0.734)  -0.310
H (-3.131, 2.698, 1.000)  -0.379
H (-2.783, 4.005, 2.112)  0.359
H (-3.988, 5.187, -3.018)  0.356
H (-4.818, 6.030, -1.698)  0.424
H (-5.170, 4.297, -2.026)  0.217
C (-0.530, -2.027, 3.068)  -0.613
C (-0.445, -1.398, 1.728)  1.618
O (-0.504, -1.950, 0.692)  -0.663
N (-0.162, 0.048, 1.716)  1.616
H (-0.757, 0.445, 2.479)  0.361
H (0.857, 0.124, 1.992)  0.111
C (-0.229, 0.659, 0.369)  -0.537
H (-0.870, -1.333, 3.840)  -0.656
H (0.511, -2.205, 3.372)  -0.407
H (-1.170, -2.897, 2.996)  0.665
H (-1.246, 0.768, 0.016)  0.040
H (0.472, 0.099, -0.230)  0.331
H (0.195, 1.645, 0.549)  -0.103
C (3.391, -0.098, 1.578)  0.189
O (3.357, -1.298, 2.364)  0.327
O (2.536, 0.767, 2.023)  -1.183
C (4.822, 0.446, 1.521)  0.677
F (5.441, 0.556, 2.710)  -0.301
F (5.628, -0.364, 0.746)  -0.308
F (4.838, 1.679, 0.922)  -0.231
C (3.441, -1.125, 3.774)  -0.346
C (3.731, -2.457, 4.426)  -1.297
H (3.620, -2.390, 5.509)  0.424
H (2.979, -3.196, 4.107)  0.164
H (4.714, -2.877, 4.217)  0.329
H (2.537, -0.628, 4.135)  0.191
H (4.263, -0.458, 4.036)  0.455
H (3.151, -0.398, 0.539)  -0.112
C (-1.644, 2.220, -3.217)  -0.182
O (-2.789, 2.489, -4.038)  -0.427
O (-1.780, 2.650, -1.991)  -0.572
C (-1.005, 0.824, -3.388)  0.894
F (0.092, 0.722, -2.643)  -0.089
F (-1.832, -0.208, -3.076)  -0.233
F (-0.631, 0.628, -4.669)  -0.338
C (-3.744, 1.484, -4.231)  0.622
C (-5.028, 2.091, -4.745)  -1.422
H (-5.371, 2.889, -4.082)  0.183
H (-4.959, 2.555, -5.732)  0.371
H (-5.806, 1.331, -4.836)  0.411
H (-4.035, 1.018, -3.279)  -0.447
H (-3.442, 0.687, -4.918)  0.274
H (-0.874, 2.786, -3.807)  -0.163
C (-2.695, 0.749, 4.763)  -0.276
O (-2.235, 1.648, 5.742)  -0.484
O (-2.082, 0.772, 3.601)  -0.822
C (-2.685, -0.602, 5.466)  0.290
F (-1.441, -0.940, 5.864)  -0.301
F (-3.437, -0.621, 6.571)  -0.348
F (-3.167, -1.563, 4.656)  -0.097
C (-2.426, 3.004, 5.521)  0.165
C (-2.202, 3.796, 6.797)  -1.291
H (-2.146, 3.148, 7.673)  0.331
H (-1.316, 4.413, 6.696)  0.314
H (-3.046, 4.435, 7.073)  0.334
H (-3.345, 3.318, 5.001)  0.255
H (-1.639, 3.347, 4.825)  -0.014
H (-3.796, 0.943, 4.652)  0.189

Atomic forces in eV per Å
C 1.13 0.70 -0.03
C -0.88 -0.76 0.49
C 0.12 0.39 -1.32
C -0.72 -0.44 0.75
N 0.73 -1.38 -0.36
C -1.36 0.20 -0.58
C -0.08 0.30 -0.81
C 0.24 -1.51 0.53
C 0.17 0.00 -0.21
C 1.42 -0.34 0.09
C 0.61 -0.44 0.25
C -0.40 -0.06 0.49
H -0.19 0.14 0.54
H -0.67 -0.05 -0.36
H -0.12 -0.48 -0.10
H 0.21 0.13 0.16
H 0.10 0.34 -0.24
H -0.02 -0.15 0.07
H 0.59 0.33 0.21
H -0.12 0.13 -0.02
H -0.19 0.24 -0.26
H 0.20 0.28 0.33
H 0.06 -0.07 0.19
H 0.22 -0.09 0.16
H -0.02 0.15 0.20
H -0.15 -0.10 -0.18
H 0.02 0.86 0.12
H 0.25 0.23 -0.03
H -0.11 0.14 0.39
H -0.60 0.35 0.34
H -0.27 -0.10 -0.30
H 0.17 0.95 -0.33
H -0.96 0.04 0.19
H -0.01 0.25 -0.06
H 0.43 -0.08 -0.16
H 0.38 0.11 -0.03
C 0.74 -0.64 -0.47
C -0.86 0.16 -0.97
C 0.97 -0.65 0.35
C -1.78 -0.08 -0.18
N 0.49 -0.28 -1.15
C 0.76 0.10 0.78
C -0.21 0.00 0.04
C -0.46 0.24 0.49
C -0.44 1.05 0.45
C -0.41 0.27 0.29
C 0.44 0.08 -0.59
C 0.69 0.83 0.48
H -0.55 0.10 -0.09
H -0.13 0.41 0.30
H 0.01 0.04 0.11
H 0.68 -0.02 0.74
H -0.04 0.67 0.16
H 0.08 -0.06 -0.21
H -0.37 0.20 0.10
H 0.11 -0.20 -0.14
H 0.50 -0.04 0.04
H -0.37 -0.53 0.25
H 0.06 0.35 -0.45
H -0.07 0.34 0.10
H 0.21 -0.36 -0.04
H 0.05 -0.18 0.17
H 0.25 -0.07 -0.41
H 0.22 -0.02 0.00
H 0.19 -0.40 -0.37
H 0.00 -0.04 0.02
H 0.33 -0.36 0.21
H 0.09 0.12 0.27
H -0.31 -0.41 0.06
H -0.17 -0.13 -0.16
H -0.29 -0.14 -0.15
H -0.32 -0.16 0.12
C 0.48 0.45 -0.19
C -0.62 0.36 -0.86
C 0.46 0.15 -0.66
C 0.09 -0.45 0.52
N 0.92 -0.09 1.06
C 1.59 0.39 0.95
C -1.53 -0.61 0.16
C 0.31 1.19 1.30
C -1.09 -0.39 -0.75
C -1.68 -0.42 0.48
C 1.18 -0.39 -0.02
C -0.66 0.40 -1.18
H -0.10 -0.39 0.25
H -0.34 -0.05 -0.01
H 0.21 0.02 -0.09
H -0.11 -0.13 0.24
H 0.27 -0.30 0.38
H -0.21 -0.04 0.27
H -0.13 -0.02 0.03
H 0.09 0.47 -0.33
H -0.22 0.06 -0.09
H -0.24 -0.23 -0.62
H -0.46 0.13 -0.07
H -0.06 0.66 -0.40
H 0.23 0.28 -0.16
H -0.07 -0.53 -0.54
H 0.04 0.13 -0.38
H 0.31 -0.13 0.07
H 0.04 0.17 0.14
H 0.54 -0.27 -0.31
H 0.09 0.14 0.13
H -0.29 -0.17 -0.19
H -0.13 0.43 0.12
H 0.18 0.06 0.29
H 0.13 -0.34 0.01
H 0.00 0.16 0.35
C 0.29 -0.53 0.50
C 1.61 -0.27 0.29
O -0.71 0.32 -0.27
N -1.15 -0.25 0.31
H -0.29 0.11 0.09
H 0.40 -0.79 -1.04
C 1.31 0.84 -0.45
H -0.19 0.22 -0.41
H -0.01 0.08 0.02
H -0.22 0.05 0.33
H -0.25 -0.13 -0.08
H -0.31 -0.08 -0.01
H -0.01 -0.26 0.26
C 0.33 0.85 0.36
C 0.27 1.11 1.46
O -0.39 -1.37 -1.97
N -0.01 -1.00 0.34
H -0.52 0.65 0.45
H 0.79 0.71 0.33
C 0.51 0.78 1.23
H -0.24 -0.04 -0.42
H -0.09 -0.56 -0.12
H 0.26 -0.31 0.24
H -0.02 -0.31 -0.33
H -0.34 -0.05 -0.56
H -0.07 0.13 -0.36
C -0.84 -0.16 0.29
O 0.72 -1.25 -0.67
O -1.48 1.37 0.24
C 1.16 -0.26 -0.36
F -0.09 0.36 -0.69
F -0.49 0.53 0.41
F 0.84 -1.34 0.48
C 0.62 0.51 0.35
C -0.97 -0.56 0.06
H 0.10 0.14 -0.01
H 0.12 0.00 0.00
H 0.08 0.27 -0.19
H -0.12 -0.30 0.13
H -0.23 0.00 -0.06
H 0.42 -0.64 -0.22
C 1.07 1.53 -1.30
O 0.11 -0.54 -0.42
O -0.40 -0.06 1.74
C -1.45 -0.04 -0.61
F 0.36 -0.20 0.37
F 0.33 -0.18 0.36
F -0.02 -0.05 0.13
C -1.19 -0.31 0.24
C -0.32 0.60 -0.45
H -0.08 -0.19 0.11
H 0.36 -0.11 0.00
H 0.00 -0.03 0.19
H 0.38 -0.13 0.12
H 0.40 0.09 0.05
H -0.01 0.19 0.25
C -1.45 0.65 -0.39
O -0.09 -0.59 0.85
O 0.96 -0.34 -1.39
C 0.43 0.68 1.05
F 0.07 -0.48 -0.29
F -0.27 -0.06 -0.01
F 0.03 -0.51 -0.31
C 1.05 1.23 -1.07
C -0.69 0.10 0.67
H 0.47 -0.22 -0.20
H 0.09 0.00 0.33
H 0.03 0.16 -0.43
H -0.37 -0.75 0.34
H -0.11 -0.14 -0.10
H 0.02 0.09 0.02



total energy of number 1 (C48H35N7SW)? -73424.47788 eV



The lowest total energy belongs to which entry? C51H106F9N5O8



What is the formula in the second record? C51H106F9N5O8